[1]
The following is a DFT calculation (ωB97M-V/def2-TZVPD) of one molecule with the formula C7H13N at a distorted geometry.

Geometry (Å):
H1 -0.653 -1.562 0.995
C1 1.749 1.159 0.940
H2 -3.075 1.550 -0.316
C2 2.455 -1.102 -1.123
H3 2.720 0.662 1.007
C3 -3.049 0.495 -0.026
C4 1.112 -0.495 -0.886
H4 3.080 -1.119 -0.227
H5 -3.638 0.387 0.890
H6 1.925 2.179 0.581
H7 -0.785 1.921 -0.027
C5 0.786 0.447 0.033
H8 2.328 -2.143 -1.442
H9 0.359 -0.802 -1.613
H10 1.360 1.215 1.962
H11 -3.537 -0.080 -0.820
H12 2.978 -0.565 -1.920
H13 -2.326 -1.650 1.143
N1 -1.549 -1.342 0.566
C6 -0.601 0.856 0.110
C7 -1.640 -0.012 0.174

- E_tot (hartree) = -329.24143
- SMILES = C/C=C(C)/C=C(/C)N
- highest occupied orbital energy (eV) = -7.50
- ΔE to the lowest compared entry with this formula, charge and spin (kcal/mol) = 18.8
- total charge = 0
- gap between HOMO and LUMO (hartree) = 0.313
- maximum force (eV/Å) = 1.8


[2]
The following is a DFT calculation (ωB97M-V/def2-TZVPD) of one molecule with the formula CH5BS at a distorted geometry.

Geometry (Å):
H1 2.147 -2.142 -0.711
C1 -0.894 0.344 -0.039
H2 1.438 0.659 0.632
H3 -1.538 -0.482 -0.584
H4 -1.301 0.377 0.904
H5 -1.137 1.354 -0.473
B1 0.808 -0.194 0.066
S1 0.921 -1.803 -0.729

- E_tot (hartree) = -464.11044
- SMILES = CBS
- highest occupied orbital energy (eV) = -10.50
- ΔE to the lowest compared entry with this formula, charge and spin (kcal/mol) = 15.2
- total charge = 0
- gap between HOMO and LUMO (hartree) = 0.407
- maximum force (eV/Å) = 4.1


[3]
The following is a DFT calculation (ωB97M-V/def2-TZVPD) of C47H56N2OPPtS2Te as an isolated structure.

Geometry (Å):
H1 -1.608 4.772 -2.288
H2 -4.416 3.900 -1.482
H3 6.715 -2.384 -1.150
H4 -3.484 3.475 1.066
H5 2.118 1.750 1.998
H6 -0.660 1.877 -4.508
C1 6.628 -5.579 2.580
H7 1.998 3.993 -2.916
C2 -2.535 -3.097 2.990
H8 3.982 -5.277 3.062
H9 -4.243 1.122 -2.756
H10 -3.327 5.760 0.027
H11 -1.316 -2.867 -0.158
H12 -0.513 -1.818 -4.256
H13 0.091 4.771 -4.032
C3 -3.986 -5.405 1.620
C4 -2.875 2.592 -0.786
H14 1.662 1.383 -4.453
C5 -3.183 0.389 -4.502
C6 -1.242 -0.514 5.352
C7 -4.056 -6.178 -0.553
C8 -1.466 -2.676 0.896
H15 -0.468 -0.082 -4.034
H16 3.405 5.780 6.199
S1 -2.968 -4.868 -0.655
C9 2.718 3.964 3.467
C10 5.117 -3.216 0.006
H17 1.913 -3.915 3.098
H18 -3.693 1.882 -0.616
C11 3.072 5.068 5.462
C12 1.938 -4.021 2.013
H19 6.671 -5.282 3.629
C13 -0.326 0.196 4.498
H20 -1.958 -0.669 -5.940
H21 -0.203 3.248 -1.843
C14 5.639 -4.739 1.824
C15 -2.538 3.210 0.581
C16 -0.666 2.752 -3.857
H22 3.916 5.814 3.626
H23 -2.636 1.324 -4.646
H24 -1.370 -0.170 6.370
N1 -0.749 -1.693 1.406
H25 0.834 0.472 -2.403
Te1 2.468 -2.137 -0.887
H26 -4.293 -6.750 -1.435
H27 1.499 -4.992 1.768
H28 0.372 3.773 -5.441
C17 -2.484 0.036 -2.059
C18 5.627 -2.427 -1.170
C19 -2.357 5.501 -0.412
C20 3.772 -3.203 0.408
O1 -0.788 0.932 -0.170
C21 -1.933 -1.584 4.902
C22 1.259 1.944 3.990
H29 0.256 1.741 5.874
H30 -2.905 -1.706 -4.887
H31 7.063 -3.985 0.419
H32 -1.660 3.192 -3.932
C23 2.015 3.153 4.319
H33 -4.284 -0.613 -2.971
C24 1.792 3.440 -3.837
H34 -3.100 5.672 -2.434
C25 0.379 3.766 -4.350
H35 -0.695 4.209 0.072
Pt1 0.897 -0.869 0.497
C26 6.024 -3.982 0.727
H36 1.505 1.758 -1.439
C27 -1.119 -0.957 -3.964
C28 -0.333 2.327 -2.425
C29 -2.578 4.942 -1.813
C30 1.412 1.354 2.715
H37 -3.230 -3.640 3.616
H38 7.628 -5.489 2.161
H39 -2.612 -2.114 5.557
H40 -1.504 4.875 1.476
C31 1.922 1.949 -3.553
H41 6.342 -6.632 2.551
C32 3.357 -3.946 1.518
H42 -4.062 0.442 -5.146
C33 -3.122 -4.524 1.026
H43 -2.935 -0.256 -1.099
H44 2.796 3.797 2.404
C34 -1.679 4.466 0.479
S2 2.102 3.746 5.933
H45 -1.774 6.422 -0.456
H46 -4.235 -5.388 2.670
C35 4.306 -4.698 2.204
H47 -2.203 -2.040 -2.474
H48 -5.217 -7.128 0.992
C36 -2.380 -3.429 1.656
P1 -1.544 1.455 -1.360
C37 -1.803 -2.038 3.543
H49 5.329 -2.883 -2.117
C38 1.009 1.551 -2.389
C39 3.324 5.062 4.125
C40 -2.303 -0.791 -4.912
C41 0.398 1.334 4.880
H50 -0.755 -1.258 -1.839
C42 -4.521 -6.352 0.713
H51 -3.469 3.228 -2.786
H52 1.314 -3.245 1.578
C43 -3.632 0.265 -3.049
N2 0.744 0.290 2.337
C44 -0.138 -0.271 3.198
C45 -0.906 -1.369 2.710
C46 -3.393 3.648 -1.780
C47 -1.598 -1.126 -2.525
H53 -2.051 2.459 1.203
H54 5.259 -1.399 -1.170
H55 2.538 3.765 -4.564
H56 2.953 1.684 -3.311

- E_tot (hartree) = -3534.27527
- highest occupied orbital energy (spin up / spin down) (eV) = -10.08 / -10.09
- ΔE to the lowest compared entry with this formula, charge and spin (kcal/mol) = 0.0
- total charge = +1
- gap between HOMO and LUMO (spin up / spin down) (hartree) = 0.247 / 0.230
- maximum force (eV/Å) = 0.6


[4]
The following is a DFT calculation (ωB97M-V/def2-TZVPD) of a 2-piece molecular cluster, C3H12NO overall at a distorted geometry.

Geometry (Å):
H1 1.014 0.354 1.984
C1 -0.771 1.406 2.086
H2 2.077 -0.978 -0.872
H3 -1.901 -1.157 -0.726
H4 -1.112 -1.914 -1.894
H5 -0.114 0.267 0.027
N1 -0.056 -0.133 -0.892
O1 0.441 0.874 1.470
H6 -0.363 2.345 2.369
H7 -1.150 0.697 2.893
H8 -0.361 -2.156 -0.198
H9 -0.451 0.538 -1.603
H10 -1.375 1.439 1.263
C2 -0.838 -1.464 -0.905
H11 1.564 -0.730 -2.344
C3 1.483 -0.184 -1.358
H12 1.912 0.796 -1.298

- E_tot (hartree) = -251.18140
- highest occupied orbital energy (eV) = -15.07
- ΔE to the lowest compared entry with this formula, charge and spin (kcal/mol) = 55.8
- total charge = +1
- gap between HOMO and LUMO (hartree) = 0.439
- maximum force (eV/Å) = 4.7


[5]
The following is a DFT calculation (ωB97M-V/def2-TZVPD) of one molecule with the formula C6H8ClNO at a distorted geometry.

Geometry (Å):
C1 1.597 -0.313 -1.354
C2 -1.619 -1.682 -1.125
H1 -2.343 -2.431 -1.534
C3 0.050 0.890 2.148
O1 -1.883 -0.760 -0.196
H2 1.508 0.359 -2.257
H3 -0.149 -0.225 2.334
C4 0.179 -0.607 -0.958
Cl1 1.861 1.174 2.154
N1 -0.394 -1.670 -1.639
H4 -0.413 1.482 2.919
C5 -0.681 0.016 -0.097
H5 2.336 0.194 -0.709
H6 0.013 1.983 0.280
H7 1.964 -1.292 -1.608
H8 -1.498 1.685 0.857
C6 -0.529 1.197 0.784

- E_tot (hartree) = -823.58817
- SMILES = Cc1ncoc1CCCl
- highest occupied orbital energy (eV) = -8.98
- ΔE to the lowest compared entry with this formula, charge and spin (kcal/mol) = 0.0
- total charge = 0
- gap between HOMO and LUMO (hartree) = 0.362
- maximum force (eV/Å) = 3.1


- Which formula does entry 3 have?
  C47H56N2OPPtS2Te


Copy entry 5 word for word.
The following is a DFT calculation (ωB97M-V/def2-TZVPD) of one molecule with the formula C6H8ClNO at a distorted geometry.

Geometry (Å):
C1 1.597 -0.313 -1.354
C2 -1.619 -1.682 -1.125
H1 -2.343 -2.431 -1.534
C3 0.050 0.890 2.148
O1 -1.883 -0.760 -0.196
H2 1.508 0.359 -2.257
H3 -0.149 -0.225 2.334
C4 0.179 -0.607 -0.958
Cl1 1.861 1.174 2.154
N1 -0.394 -1.670 -1.639
H4 -0.413 1.482 2.919
C5 -0.681 0.016 -0.097
H5 2.336 0.194 -0.709
H6 0.013 1.983 0.280
H7 1.964 -1.292 -1.608
H8 -1.498 1.685 0.857
C6 -0.529 1.197 0.784

- E_tot (hartree) = -823.58817
- SMILES = Cc1ncoc1CCCl
- highest occupied orbital energy (eV) = -8.98
- ΔE to the lowest compared entry with this formula, charge and spin (kcal/mol) = 0.0
- total charge = 0
- gap between HOMO and LUMO (hartree) = 0.362
- maximum force (eV/Å) = 3.1